Here is 21 unconnected molecules or ions with the total composition C63H141N15O30S3 from the Open Molecules 2025 dataset. Energies are from ωB97M-V/def2-TZVPD.

The strongest force on any atom is 5.02 eV/Å. For the LUMO energy, the calculation gives 0.235 eV. The molar mass is 1685.10 g mol⁻¹. For the HOMO-LUMO gap, the calculation gives 8.62 eV.

Element x y z (Å)
C (25.40968, 5.35246, 2.76124)
C (24.04797, 5.91570, 3.19253)
O (23.98157, 6.61200, 4.17532)
N (22.93541, 5.48593, 2.55196)
C (22.82624, 4.79163, 1.26958)
H (25.26711, 4.38304, 2.28376)
H (25.99137, 5.25870, 3.67827)
H (25.95243, 5.98782, 2.06134)
H (22.07244, 5.89760, 2.87741)
H (22.46593, 3.77085, 1.39718)
H (23.76334, 4.85783, 0.71681)
H (22.12458, 5.35639, 0.65573)
C (14.99225, 0.52833, 7.05335)
C (14.33174, 1.86587, 6.76333)
O (13.82976, 2.18348, 5.67921)
N (14.56509, 2.74970, 7.72307)
C (14.15539, 4.17265, 7.66072)
H (14.96816, -0.10608, 6.16732)
H (14.29634, 0.07504, 7.75928)
H (15.94392, 0.63471, 7.57404)
H (14.94797, 2.46145, 8.61213)
H (13.44114, 4.43669, 6.88083)
H (15.06814, 4.72615, 7.44021)
H (13.76085, 4.54340, 8.60676)
C (27.50761, 10.21657, 3.98130)
C (26.31714, 9.33794, 3.90567)
O (25.63934, 9.40362, 2.91964)
N (25.91604, 8.53805, 4.91182)
C (26.50636, 8.49237, 6.24413)
H (28.25135, 9.68248, 4.57266)
H (27.22476, 11.18887, 4.38471)
H (27.86377, 10.42122, 2.97166)
H (25.19343, 7.85221, 4.74583)
H (25.93013, 7.91275, 6.96531)
H (26.74718, 9.46111, 6.68190)
H (27.47161, 7.99148, 6.16995)
C (22.27740, 2.58651, 4.68690)
C (23.24928, 1.70909, 5.47248)
O (24.37384, 2.13284, 5.62371)
N (22.86135, 0.44513, 5.84097)
C (21.49875, -0.03986, 5.80304)
H (21.49616, 3.00622, 5.32063)
H (21.79245, 2.07364, 3.85631)
H (22.86484, 3.42157, 4.30521)
H (23.56575, -0.17592, 6.21274)
H (21.42310, -0.84896, 6.52949)
H (21.23007, -0.32526, 4.78595)
H (20.86996, 0.76352, 6.18684)
C (20.58722, 14.82258, 4.37336)
C (19.12639, 15.00539, 4.75709)
O (18.71469, 14.10106, 5.47811)
N (18.42140, 16.00235, 4.33828)
C (17.03682, 16.25223, 4.74834)
H (20.93703, 13.92085, 3.87074)
H (21.31480, 14.83479, 5.18488)
H (20.78739, 15.70637, 3.76761)
H (18.91389, 16.68909, 3.78517)
H (16.81829, 17.31967, 4.77850)
H (16.75977, 15.76307, 5.68219)
H (16.33474, 15.77887, 4.06197)
C (17.63279, 0.56229, 3.50524)
C (18.82094, 1.38603, 2.99143)
O (19.33296, 2.25569, 3.72217)
N (19.26465, 1.19695, 1.76040)
C (20.38119, 1.92630, 1.21128)
H (17.18050, 1.19285, 4.27070)
H (18.06529, -0.25917, 4.07643)
H (16.92185, 0.11551, 2.81023)
H (18.81570, 0.58499, 1.09403)
H (20.06679, 2.94687, 0.99290)
H (20.70124, 1.37634, 0.32630)
H (21.19345, 2.03482, 1.93000)
C (16.23531, 3.97402, 4.21661)
C (15.32547, 5.02846, 3.81289)
O (15.73334, 5.94071, 3.17781)
N (14.05948, 4.89971, 4.26313)
C (13.07082, 5.91699, 3.91501)
H (16.15966, 3.87175, 5.29916)
H (17.25958, 4.23525, 3.95068)
H (16.00642, 2.99834, 3.78795)
H (13.74803, 4.07672, 4.75891)
H (13.19227, 6.37807, 2.93483)
H (13.10353, 6.72555, 4.64525)
H (12.07791, 5.47360, 3.99006)
C (13.48569, 8.40173, -1.36039)
C (13.74688, 8.43322, 0.10710)
O (12.94212, 7.84086, 0.85772)
N (14.77735, 9.11229, 0.60515)
C (15.06902, 9.22923, 2.04243)
H (14.14380, 7.75442, -1.94003)
H (13.57968, 9.42562, -1.72222)
H (12.49347, 8.04316, -1.63428)
H (15.52024, 9.43885, 0.00385)
H (16.14498, 9.38974, 2.11054)
H (14.72857, 8.33426, 2.56321)
H (14.48686, 9.98887, 2.56409)
C (15.12546, 7.73536, 6.88035)
C (16.41546, 7.72742, 7.62882)
O (17.22174, 6.83384, 7.44079)
N (16.58483, 8.71266, 8.50915)
C (17.80980, 8.75941, 9.33263)
H (15.28422, 7.66357, 5.80436)
H (14.62036, 8.68354, 7.06452)
H (14.49952, 6.94398, 7.29267)
H (15.89231, 9.44699, 8.54504)
H (17.88338, 9.47233, 10.15387)
H (18.64448, 8.80210, 8.63293)
H (17.84275, 7.79557, 9.84060)
C (16.63536, 10.82873, 5.97069)
C (15.51610, 11.49729, 6.75855)
O (15.29118, 11.02756, 7.86349)
N (14.78950, 12.50140, 6.24071)
C (15.00678, 13.09790, 4.95895)
H (17.45478, 10.52328, 6.62135)
H (17.09763, 11.43402, 5.19094)
H (16.40935, 9.91818, 5.41578)
H (13.97943, 12.81848, 6.75388)
H (14.31124, 13.93273, 4.87300)
H (14.73772, 12.26359, 4.31115)
H (15.99978, 13.53576, 4.85738)
C (19.89288, 5.69003, 10.87942)
C (20.21947, 6.99577, 11.57856)
O (19.33050, 7.79991, 11.87214)
N (21.48138, 7.14766, 11.91816)
C (22.06370, 8.23817, 12.60028)
H (19.49923, 5.93708, 9.89346)
H (19.05117, 5.21445, 11.38285)
H (20.78605, 5.06910, 10.81020)
H (22.12273, 6.38624, 11.74780)
H (21.87824, 7.99929, 13.64748)
H (21.71840, 9.21477, 12.26097)
H (23.13552, 8.29348, 12.40993)
C (25.66916, 2.48776, -0.86676)
C (24.16377, 2.59510, -1.22686)
O (23.42897, 1.63109, -0.89902)
N (23.75873, 3.75032, -1.76333)
C (22.35194, 4.04626, -2.04941)
H (26.17844, 3.42543, -1.08925)
H (26.13375, 1.66277, -1.40681)
H (25.78475, 2.20594, 0.17982)
H (24.46307, 4.43682, -1.99294)
H (22.35598, 5.10330, -2.31541)
H (21.62868, 3.97609, -1.23696)
H (22.10823, 3.50503, -2.96362)
C (18.48003, 11.76206, -1.89211)
C (17.78151, 10.42166, -1.98169)
O (16.92713, 10.01418, -1.17240)
N (18.12294, 9.73715, -3.10489)
C (17.59544, 8.43750, -3.38610)
H (19.25183, 11.77428, -1.12251)
H (17.75363, 12.51984, -1.59849)
H (18.99047, 12.05853, -2.80843)
H (18.74165, 10.10031, -3.81582)
H (16.99540, 7.94305, -2.62218)
H (18.38779, 7.72128, -3.60361)
H (17.08132, 8.52014, -4.34368)
C (20.33346, 12.06074, 7.52883)
C (20.49508, 13.28247, 8.38626)
O (20.89275, 13.18925, 9.56235)
N (20.15177, 14.42514, 7.77237)
C (20.31237, 15.76221, 8.34628)
H (20.92785, 11.28911, 8.01811)
H (20.63045, 12.16077, 6.48485)
H (19.28025, 11.78031, 7.51447)
H (19.68951, 14.49321, 6.87695)
H (19.96104, 15.83488, 9.37555)
H (19.70851, 16.49046, 7.80490)
H (21.36515, 16.04458, 8.35055)
C (14.24287, 12.54236, 0.11616)
C (15.34455, 13.11645, 1.02964)
O (15.18056, 14.11953, 1.66584)
N (16.51259, 12.40339, 1.07326)
C (17.64815, 12.79660, 1.88715)
H (13.53746, 11.95530, 0.70426)
H (14.56747, 11.83821, -0.64995)
H (13.60157, 13.37235, -0.18041)
H (16.59219, 11.57093, 0.50689)
H (18.12451, 13.65169, 1.40755)
H (18.45600, 12.06505, 1.86928)
H (17.31184, 12.99930, 2.90396)
C (16.62532, 5.62399, -0.31602)
C (17.60210, 5.01297, 0.73450)
O (18.90743, 5.27383, 0.24544)
S (18.97826, 6.39376, -0.96232)
O (19.85369, 6.01496, -2.03680)
O (19.07705, 7.72243, -0.41465)
O (17.40265, 6.09753, -1.41308)
H (16.09480, 6.51739, 0.01333)
H (15.92885, 4.92202, -0.77458)
H (17.48047, 3.92982, 0.72573)
H (17.45726, 5.42277, 1.73409)
C (22.21684, 8.18748, 6.23548)
C (22.08037, 6.74226, 6.81519)
O (21.93945, 6.94226, 8.19299)
S (22.69718, 8.29659, 8.67053)
O (23.92406, 7.97390, 9.39518)
O (21.71302, 9.20818, 9.22908)
O (23.15756, 8.69947, 7.13687)
H (21.31317, 8.79638, 6.26226)
H (22.68334, 8.23346, 5.25143)
H (22.95266, 6.09119, 6.75756)
H (21.21751, 6.20305, 6.42428)
C (24.40723, 12.58280, 3.38439)
C (23.49974, 12.07735, 4.53898)
O (22.25153, 11.72215, 3.95593)
S (22.34394, 11.43670, 2.30650)
O (21.09944, 11.94126, 1.70951)
O (22.81705, 10.09902, 1.97946)
O (23.50972, 12.54116, 2.23105)
H (25.29623, 12.02428, 3.09140)
H (24.66511, 13.64065, 3.43482)
H (23.52353, 12.79100, 5.36253)
H (24.02252, 11.23572, 4.99336)
C (19.80993, 6.63174, 3.62597)
C (20.29401, 7.64908, 2.56489)
C (19.14283, 8.64898, 2.56643)
O (18.84504, 8.76799, 3.97423)
C (18.97117, 7.47521, 4.63178)
H (20.59499, 6.13447, 4.19563)
H (19.13599, 5.85742, 3.25946)
H (20.42291, 7.04394, 1.66751)
H (21.28074, 7.97180, 2.89703)
H (18.26886, 8.21767, 2.07832)
H (19.34821, 9.65826, 2.20966)
H (17.99785, 7.00847, 4.78307)
H (19.40633, 7.65151, 5.61548)
C (18.84232, 2.59587, 7.13964)
C (18.93536, 1.40359, 8.06551)
C (20.14961, 1.65042, 8.93267)
O (20.25836, 3.05309, 8.95852)
C (19.67537, 3.68197, 7.80815)
H (17.85476, 2.99926, 6.91580)
H (19.35217, 2.39856, 6.19665)
H (19.04849, 0.51350, 7.44660)
H (18.04455, 1.26686, 8.67858)
H (21.08690, 1.21045, 8.59206)
H (20.00540, 1.18766, 9.90897)
H (20.54331, 3.98329, 7.22165)
H (19.13033, 4.58932, 8.06846)
C (23.16780, 9.42955, -1.25220)
C (24.45531, 8.97517, -0.57702)
C (24.21009, 7.47212, -0.37337)
O (22.90100, 7.22288, -0.91173)
C (22.12632, 8.44570, -0.90942)
H (23.25632, 9.61594, -2.32249)
H (22.85982, 10.39903, -0.86058)
H (24.77550, 9.47857, 0.33521)
H (25.28490, 8.98982, -1.28389)
H (24.15941, 7.26057, 0.69470)
H (25.09519, 6.91814, -0.68612)
H (21.68083, 8.63893, 0.06644)
H (21.34002, 8.43817, -1.66426)

***

Here is a molecular structure, C2H4DyF3O2S from the Open Molecules 2025 dataset. Energies are from ωB97M-V/def2-TZVPD.

As for the charge: +2. The strongest force on any atom is 4.96 eV/Å. For the LUMO energy (spin up / spin down), the calculation gives -13.495 / -9.757 eV. The molar mass is 311.61 g mol⁻¹. For the HOMO-LUMO gap (spin up / spin down), the calculation gives 4.71 / 8.60 eV. As for the expectation value of S²: 9.715. As for the multiplicity: 6.

Element x y z (Å)
C (-0.83904, -2.17603, -1.62809)
H (-0.25452, -2.38086, -2.53286)
H (-0.92689, -3.21205, -1.25077)
H (-1.62039, -1.53196, -2.07205)
Dy (2.28759, -0.27435, -1.02611)
H (-0.69382, -1.59750, -0.53984)
S (1.05765, 0.73706, 1.67020)
O (0.42091, -0.34538, 0.74511)
O (2.21200, 1.26898, 0.79080)
C (-0.19581, 2.13161, 1.48402)
F (-1.07455, 2.04069, 2.46852)
F (0.44596, 3.28562, 1.56674)
F (-0.81909, 2.05418, 0.32434)

***

Here is 10 unconnected molecules or ions with the total composition C10H40O10 from the Open Molecules 2025 dataset. Energies are from ωB97M-V/def2-TZVPD.

The strongest force on any atom is 3.51 eV/Å. For the LUMO energy, the calculation gives 0.601 eV. The molar mass is 320.42 g mol⁻¹. For the HOMO-LUMO gap, the calculation gives 10.25 eV. Its SMILES is CO.CO.CO.CO.CO.CO.CO.CO.CO.CO.

Element x y z (Å)
C (-4.74638, -15.05564, 1.21674)
O (-4.11631, -13.84453, 1.00193)
H (-4.74734, -15.29281, 2.28000)
H (-5.78983, -15.05457, 0.83821)
H (-4.08640, -15.84213, 0.81724)
H (-3.13897, -13.92898, 0.97228)
C (-4.62359, -15.43456, -2.92418)
O (-4.33828, -14.20825, -2.20056)
H (-4.67918, -15.32040, -4.00593)
H (-3.85615, -16.27842, -2.72645)
H (-5.63925, -15.80908, -2.63206)
H (-4.09396, -14.43600, -1.29952)
C (-0.99011, -12.16609, -2.34086)
O (0.05324, -12.64568, -1.46253)
H (-1.89038, -11.94132, -1.72519)
H (-0.66535, -11.31951, -2.93692)
H (-1.27932, -13.01283, -2.98921)
H (0.40091, -13.38659, -2.01816)
C (-0.44572, -13.91590, 2.10839)
O (-1.25931, -13.89032, 0.90892)
H (0.62146, -14.21122, 2.00255)
H (-0.56246, -12.90473, 2.48149)
H (-0.93005, -14.61194, 2.76171)
H (-0.65513, -13.41775, 0.32459)
C (1.38466, -16.17667, -0.62361)
O (1.27521, -17.31417, 0.22156)
H (0.50762, -15.53103, -0.48110)
H (2.25560, -15.58789, -0.45672)
H (1.53739, -16.48280, -1.64301)
H (1.69965, -18.03626, -0.26402)
C (1.35116, -19.47986, -3.64368)
O (1.53549, -19.50333, -2.25268)
H (1.81289, -18.49850, -3.96488)
H (2.01309, -20.20924, -4.15015)
H (0.39642, -19.53945, -4.11090)
H (0.86139, -20.08596, -1.83276)
C (-2.23127, -18.39354, -2.98337)
O (-1.47540, -17.51483, -2.11616)
H (-1.64545, -18.40150, -3.94863)
H (-2.36240, -19.44440, -2.63043)
H (-3.20537, -17.93138, -3.22635)
H (-2.01941, -17.11517, -1.45417)
C (-0.83329, -22.34740, -1.54665)
O (-0.25782, -21.08832, -1.34284)
H (-1.85634, -22.17483, -1.95686)
H (-0.14615, -22.95361, -2.14159)
H (-0.88633, -22.89768, -0.60882)
H (-0.76737, -20.54021, -0.71120)
C (1.16545, -14.34888, -4.20926)
O (2.08475, -14.18188, -3.11569)
H (1.49482, -13.84552, -5.08492)
H (0.92446, -15.37087, -4.33552)
H (0.22128, -13.78947, -4.07168)
H (2.55399, -13.38182, -3.36946)
C (-0.92445, -19.08376, 1.75900)
O (-1.16719, -18.84574, 0.38045)
H (-1.66948, -19.80772, 2.11176)
H (0.09147, -19.43985, 1.99842)
H (-1.00606, -18.09992, 2.27326)
H (-0.48175, -18.27328, 0.00565)

***

Here is a gas-phase ion, C3H9N4 (charge +1) from the Open Molecules 2025 dataset. Energies are from ωB97M-V/def2-TZVPD.

As for the charge: +1. The strongest force on any atom is 3.90 eV/Å. For the LUMO energy, the calculation gives -5.890 eV. The molar mass is 101.13 g mol⁻¹. For the HOMO-LUMO gap, the calculation gives 7.36 eV. Its SMILES is [H]/N=N/CC/[NH+]=N\C.

Element x y z (Å)
C (-0.03065, -0.72675, -0.45136)
C (1.54307, -0.68026, -0.40093)
C (-2.60087, 0.81553, -0.19234)
N (-0.59772, -0.05707, 0.72654)
N (3.13148, 0.55998, 0.55359)
N (2.04422, 0.03270, 0.70362)
N (-1.72960, 0.41237, 0.92690)
H (-0.35229, -0.24475, -1.35155)
H (-0.39901, -1.76960, -0.49722)
H (2.08155, -1.57431, -0.26529)
H (1.96615, -0.34254, -1.46706)
H (-2.73855, 0.02508, -0.98643)
H (-3.65930, 0.89670, 0.25175)
H (-2.22482, 1.84887, -0.55069)
H (-0.00155, -0.11859, 1.57232)
H (3.56787, 0.92261, 1.42816)

***

Here is 4 unconnected molecules or ions with the total composition C13H19ClN2O15PS2 from the Open Molecules 2025 dataset. Energies are from ωB97M-V/def2-TZVPD.

As for the charge: -1. The strongest force on any atom is 11.47 eV/Å. For the LUMO energy, the calculation gives 1.930 eV. The molar mass is 573.86 g mol⁻¹. For the HOMO-LUMO gap, the calculation gives 8.16 eV.

Element x y z (Å)
O (3.72801, 6.53061, 2.44335)
C (3.82193, 5.63420, 1.42338)
N (4.18570, 4.53306, 0.63870)
S (3.09836, 3.25712, 1.24150)
O (3.78332, 2.73437, 2.55518)
O (3.08657, 2.11559, 0.19421)
N (1.55662, 4.03284, 1.50807)
S (0.35120, 2.92865, 2.12241)
O (0.47775, 1.47068, 1.61554)
O (0.25234, 3.01189, 3.67889)
P (-1.55607, 3.64783, 1.33067)
O (-1.49172, 5.41075, 1.48845)
Cl (-1.56292, 3.09870, -0.72259)
H (-0.87516, 5.56189, 2.27421)
C (0.66173, -4.14303, 1.11390)
C (0.49125, -3.05128, 0.07699)
C (-0.02031, -1.76210, 0.64578)
O (-0.70969, -1.19012, -0.45110)
C (-1.11261, -2.23038, -1.24100)
O (-1.90096, -2.12893, -2.16605)
O (-0.51967, -3.39952, -0.85492)
H (1.07392, -5.04440, 0.64794)
H (1.33320, -3.82858, 1.91819)
H (-0.30270, -4.43067, 1.54705)
H (1.42706, -2.90281, -0.47507)
H (0.78926, -1.10484, 0.97596)
H (-0.72838, -1.89698, 1.47077)
C (-3.84802, -3.22065, 1.64759)
C (-4.55798, -2.12147, 2.41174)
C (-5.96418, -1.88498, 1.94929)
O (-6.16550, -0.51654, 2.25324)
C (-4.93189, 0.07170, 2.22872)
O (-4.74160, 1.27624, 2.24895)
O (-3.94031, -0.86706, 2.17378)
H (-2.84292, -3.37411, 2.05467)
H (-4.39564, -4.16578, 1.70639)
H (-3.71824, -2.94912, 0.59406)
H (-4.51838, -2.32183, 3.48917)
H (-6.68658, -2.50792, 2.48455)
H (-6.10126, -2.02674, 0.87166)
C (2.97849, 0.45387, -2.29821)
C (2.90513, 0.29565, -3.80345)
C (4.24638, 0.13298, -4.45289)
O (4.03200, 0.66655, -5.74706)
C (3.01853, 1.57608, -5.62854)
O (2.70050, 2.37144, -6.49675)
O (2.41181, 1.48017, -4.40779)
H (1.97009, 0.52839, -1.87742)
H (3.48866, -0.39403, -1.83192)
H (3.49892, 1.37792, -2.02293)
H (2.22983, -0.52752, -4.06599)
H (4.55207, -0.91540, -4.51515)
H (5.04203, 0.70758, -3.96613)